No. 1
Entry from the Open Molecules 2025 dataset: C45H42BBaN10O2S4Se2 as an isolated structure (ωB97M-V/def2-TZVPD).

Properties
HOMO-LUMO gap	0.213	Eh
HOMO level	-3.820	eV
charge	-1
calculated total energy	-8884.4035	Ha
largest force on an atom	0.646	eV/Å
energy above the lowest of the compared OMol25 structures with the same formula, charge and spin	14.8	kcal per mole

Geometry as XYZ:
```
107
Properties=species:S:1:pos:R:3:lowdin_charge:R:1
H 1.67 1.48 5.51 0.100
C 0.41 7.55 -1.52 -0.097
H -3.40 1.61 -0.92 0.084
C 2.19 -2.30 -5.79 -0.059
C -3.98 -0.82 2.46 0.010
C 3.83 -2.31 5.81 -0.098
Se 2.57 -2.66 -1.64 0.542
N -0.32 3.11 0.31 0.087
H -4.72 -1.29 3.09 0.110
N 0.65 -0.17 2.86 0.127
C -4.71 -1.68 0.15 -0.172
C 4.57 1.36 -2.99 -1.199
C 6.97 0.61 -3.88 -1.064
H -3.02 -2.50 -0.86 0.093
N 1.64 -0.81 -3.53 -0.101
C -2.24 -1.15 -3.46 -0.045
C -6.87 -2.48 -0.57 -0.091
H -2.20 2.73 -1.34 0.078
C -0.30 6.65 -0.73 -0.044
C 1.38 -0.12 3.96 -0.248
H -1.46 -5.80 -1.03 0.089
C -2.20 -4.70 0.66 -0.090
H -2.91 -1.45 -4.28 0.088
N -0.13 -2.95 0.11 0.031
H 3.12 -4.32 3.19 0.101
Se 0.85 -4.38 -2.10 0.636
S 3.14 2.33 -2.93 0.342
C -2.00 -3.59 1.46 -0.076
C 2.28 -2.39 3.51 -0.020
H -2.04 -2.01 -2.83 0.072
C -3.88 -0.89 1.06 -0.285
C -3.48 2.99 2.13 0.004
C 2.25 -1.99 -3.43 -0.692
C -2.41 0.17 4.24 0.006
N -1.24 2.53 1.12 -0.004
H -0.73 -1.87 1.74 0.079
C -2.27 3.35 1.34 -0.293
H 1.28 -0.66 -6.85 0.103
H -1.39 -0.18 4.41 0.075
H -6.58 -1.05 1.00 0.111
C 3.02 -1.23 5.48 -0.040
C -6.10 -1.68 0.26 -0.035
B -0.93 1.09 1.55 -0.606
H -2.65 5.40 0.63 0.105
C -0.18 3.20 3.97 -0.003
N 0.01 1.00 2.76 0.005
H -6.85 -3.90 -2.18 0.097
C 2.54 -2.77 -4.54 -0.121
C -0.95 -2.75 1.14 -0.145
C -4.87 -3.28 -1.64 -0.075
C 1.71 5.74 -2.41 -0.072
H -4.38 -3.91 -2.36 0.106
H -1.31 -0.79 -3.88 0.063
H 4.44 -2.27 6.70 0.095
H 0.37 3.69 4.77 0.083
C -1.35 -4.93 -0.40 -0.141
C 1.42 7.09 -2.35 -0.093
C 4.91 0.28 -2.24 -1.165
C 1.20 1.11 4.61 0.022
H -3.25 2.87 3.19 0.066
C 3.87 -3.42 4.99 -0.103
H -2.44 1.23 4.49 0.065
C 1.33 -0.35 -4.74 -0.162
H 2.40 -2.89 -6.67 0.107
H -4.22 3.77 2.04 0.085
H 1.24 3.79 -1.69 0.019
C 0.33 1.81 3.80 -0.280
H -1.24 3.21 4.24 0.064
H -3.02 -5.39 0.86 0.109
C -0.02 5.29 -0.79 -0.160
H -0.06 3.78 3.05 0.078
C 0.99 4.85 -1.63 -0.040
C -0.77 4.34 0.05 -0.260
C 1.56 -1.06 -5.89 -0.048
H 2.50 5.36 -3.04 0.084
H -3.92 2.05 1.79 0.072
O 8.02 0.52 -4.46 -0.100
C -2.01 4.54 0.68 0.016
S 3.96 -0.43 -0.97 0.292
C -4.10 -2.49 -0.80 -0.060
H -3.72 -0.22 -2.26 0.122
H -1.06 7.01 -0.06 0.101
O -1.00 1.26 -2.80 -0.171
H 0.19 8.60 -1.46 0.095
S 6.47 -0.47 -2.58 0.928
H 4.51 -4.26 5.25 0.095
C -2.15 1.06 -2.41 -0.629
H -7.95 -2.47 -0.49 0.098
N -2.81 -0.23 0.64 0.144
C -0.32 -4.02 -0.63 -0.718
S 5.77 1.86 -4.19 0.921
H 3.05 -3.72 -4.41 0.101
H 0.87 0.63 -4.75 0.099
Ba 1.12 0.69 -1.25 1.517
H 1.69 -2.41 2.61 0.097
H 3.00 -0.36 6.12 0.101
H 1.98 7.80 -2.96 0.097
C 2.24 -1.26 4.33 -0.158
H -0.29 0.61 0.65 -0.025
H -3.07 -0.35 4.94 0.085
N -2.19 0.24 1.73 0.006
C -6.26 -3.28 -1.53 -0.096
H -2.63 -3.37 2.30 0.100
N -2.81 1.99 -1.65 0.192
C 3.09 -3.46 3.84 -0.079
C -2.86 -0.12 2.85 -0.277
N -2.84 -0.06 -2.72 0.041
```

---

No. 2
Entry from the Open Molecules 2025 dataset: C45H43AsCrN4O4PS3 as an isolated structure at a distorted geometry (ωB97M-V/def2-TZVPD).

Properties
HOMO-LUMO gap (alpha / beta)	0.094 / 0.225	Eh
HOMO level (alpha / beta)	1.234 / -2.325	eV
charge	-2
calculated total energy	-7076.6873	Ha
largest force on an atom	1.801	eV/Å
energy above the lowest of the compared OMol25 structures with the same formula, charge and spin	26.6	kcal per mole
spin multiplicity	6

Geometry as XYZ:
```
102
Properties=species:S:1:pos:R:3:lowdin_spin:R:1
H 2.09 -5.32 0.28 0.002
H 3.70 0.10 1.31 0.000
H 4.45 1.48 1.62 0.001
C -2.38 -3.23 1.08 0.000
H 0.19 6.37 0.37 0.000
C 3.23 4.85 -1.38 0.000
C 1.77 6.73 -1.04 0.000
H 3.01 -2.15 0.07 0.000
H -1.95 -8.52 4.27 0.021
H 0.26 -7.37 4.34 -0.004
C -3.33 -2.23 3.05 0.000
H 2.50 1.36 -2.24 0.000
N -2.17 1.92 2.44 0.005
N 2.95 2.77 -0.26 0.005
H 3.44 6.71 -2.39 0.000
C -1.14 -2.65 1.35 0.001
C 2.52 4.06 -0.46 0.002
C 3.87 -3.43 3.08 0.002
C -3.21 1.26 1.83 0.010
C -0.48 2.57 -2.92 0.008
H 0.82 4.07 0.86 0.002
N -0.82 3.58 -2.07 0.004
H 4.73 -3.57 3.72 0.000
H -1.26 2.75 4.06 0.000
C 2.67 1.80 0.81 0.012
C -2.11 -1.62 3.31 0.000
S -3.06 0.80 0.21 0.039
O 2.05 -0.05 -0.78 0.025
H -0.10 -1.31 2.67 0.000
C -0.86 4.88 -2.46 0.003
C -1.03 -1.82 2.46 0.001
C 1.40 4.64 0.15 0.003
C 5.25 -7.64 -0.22 0.002
H -1.61 -8.79 -0.02 -0.001
H -2.00 -0.98 4.17 0.000
C 0.03 -4.77 -0.11 0.008
C -2.18 2.27 3.74 0.002
H 6.45 -9.19 0.68 0.000
H -3.25 2.32 5.58 0.000
C -0.53 5.25 -3.74 0.001
C 4.34 -9.60 0.83 0.002
H 0.55 -4.10 2.97 0.002
H 4.98 -2.43 1.53 0.000
C -4.34 1.02 2.64 0.002
O -1.14 3.33 -0.82 0.036
H 1.54 -6.94 2.32 0.012
H 3.85 2.57 -0.68 0.000
C 2.84 0.40 -1.88 0.002
H 1.71 -5.11 -1.43 0.002
S -0.46 0.96 -2.35 0.018
H 2.69 -0.35 -2.65 0.000
H 3.89 0.44 -1.59 0.000
C -0.17 4.25 -4.64 0.004
H 2.20 -9.74 0.84 0.006
H 3.84 -6.26 -1.01 0.000
H 6.10 -7.03 -0.51 0.001
C -4.38 1.39 3.96 0.003
H -0.67 -4.85 -0.95 0.002
H -5.16 0.50 2.18 0.001
C 4.01 -2.79 1.85 0.003
C -0.15 2.94 -4.24 0.000
C 5.45 -8.84 0.45 -0.001
C -1.90 -8.73 2.09 0.091
C 1.64 -3.07 1.42 0.002
H -0.55 6.29 -4.00 0.000
C 2.86 6.15 -1.67 0.000
H -2.51 -3.86 0.21 0.000
H 4.10 4.41 -1.88 0.000
C 3.06 -9.16 0.53 0.008
S 2.22 2.47 2.39 0.008
C 2.85 -7.95 -0.14 0.026
P 0.27 -2.96 0.21 0.003
O 0.75 0.22 0.93 0.070
C 1.05 5.95 -0.13 0.001
C 1.65 0.71 0.25 0.062
H -4.17 -2.08 3.72 0.000
H 2.51 -4.41 4.42 0.000
H 0.13 2.14 -4.91 0.000
H -0.44 -5.26 0.75 0.003
O -1.08 2.26 1.77 0.031
C -1.19 -8.49 0.94 0.074
C -3.27 2.03 4.54 0.001
As 0.98 -7.47 -0.65 0.090
H -2.87 -9.22 2.02 0.003
C 0.58 -7.44 2.25 0.150
C 3.97 -7.20 -0.51 0.002
C 0.08 -7.85 0.96 0.188
H -4.42 -3.49 1.69 0.000
C 1.32 -5.48 -0.48 0.041
C -0.15 -7.69 3.39 0.035
C 2.62 -3.89 3.47 0.002
H -5.26 1.18 4.56 0.000
N 3.93 1.00 0.89 0.004
H 0.11 4.50 -5.66 0.000
H 1.48 7.75 -1.25 0.000
H 4.48 -10.53 1.37 0.000
Cr -0.63 1.51 0.01 3.631
C 1.52 -3.71 2.66 0.003
C -1.39 -8.34 3.36 0.217
C -3.47 -3.02 1.92 0.000
C 2.90 -2.62 1.03 0.002
H -1.14 5.55 -1.67 0.000
```

---

No. 3
Entry from the Open Molecules 2025 dataset: C45H43AsN6OS3SeZn as an isolated structure (ωB97M-V/def2-TZVPD).

Properties
HOMO-LUMO gap	0.298	Eh
HOMO level	-13.448	eV
charge	+2
calculated total energy	-9754.8149	Ha
largest force on an atom	0.456	eV/Å
energy above the lowest of the compared OMol25 structures with the same formula, charge and spin	0.0	kcal per mole

Geometry as XYZ:
```
101
Properties=species:S:1:pos:R:3:lowdin_charge:R:1
C -2.40 -0.12 3.37 -0.069
C 3.43 -0.27 2.38 -0.044
C 2.91 4.31 2.91 -0.040
H 5.06 -1.42 3.15 0.123
C 1.75 4.32 -3.31 -0.054
Se -3.10 -3.38 -1.17 1.191
H -2.52 0.07 -1.02 0.072
C 1.20 2.28 3.78 -0.055
H 3.25 0.25 3.30 0.124
H -1.88 3.24 -2.50 0.118
C 2.85 -0.70 0.05 -0.065
H 1.94 -2.32 5.97 0.117
N 0.04 0.34 2.01 -0.349
C 2.79 -0.79 -3.84 -0.187
H 5.44 -2.63 1.04 0.120
C 2.65 -0.03 1.25 -0.302
C -3.58 -0.25 4.09 -0.055
H -0.02 -1.32 -5.05 0.029
H -4.64 0.56 0.17 0.118
C -3.06 -1.52 -2.89 -0.377
C -1.85 -1.25 2.79 -0.311
C -4.43 -1.88 -2.67 -0.373
H 2.76 4.63 -3.52 0.115
C -0.62 4.58 -3.62 -0.051
C 0.68 4.97 -3.90 -0.051
C -2.74 -0.45 -3.78 -0.042
H 3.57 5.10 2.58 0.120
N -4.65 -2.85 -1.80 -0.211
C 4.44 -1.22 2.29 -0.044
H 2.35 2.78 -1.93 0.106
H -4.82 2.58 1.57 0.117
C -2.81 3.23 1.19 -0.047
C 4.65 -1.90 1.10 -0.042
H -2.01 -3.36 2.43 0.115
H -4.11 -3.57 3.73 0.117
C 2.44 4.29 4.22 -0.038
H -1.71 -0.14 -3.90 0.081
C -2.46 -2.49 2.90 -0.067
C -3.63 -2.61 3.62 -0.049
H -6.50 -1.48 -3.21 0.125
H 2.32 -4.79 -4.33 0.055
H 2.87 3.32 1.00 0.115
C 2.52 -3.59 4.34 -0.052
H -0.78 3.62 0.62 0.123
H 0.54 1.49 4.10 0.097
C -5.47 -1.18 -3.37 -0.002
C 1.68 2.32 2.48 -0.320
C 3.86 -1.64 -0.02 -0.050
H 0.36 -0.99 4.60 0.113
H 0.92 -2.39 -6.12 0.054
H 1.31 -3.38 1.17 0.109
N 0.03 0.24 -1.95 -0.306
C 1.81 -2.54 4.92 -0.049
C 1.53 3.28 -2.42 -0.070
C 2.53 3.32 2.02 -0.047
C -0.87 3.54 -2.73 -0.053
S -0.05 1.46 -1.15 0.778
C -1.55 1.82 -0.26 -0.339
C 0.22 2.92 -2.13 -0.315
N -2.17 -2.24 -2.20 -0.290
H -1.46 5.09 -4.08 0.116
C 1.59 3.29 4.65 -0.042
C -5.13 -0.18 -4.21 -0.049
H 1.23 3.29 5.67 0.119
As 1.81 -2.43 -3.79 1.014
C -4.19 -1.48 4.22 -0.050
H 2.23 -0.47 -0.81 0.070
H -4.02 0.63 4.56 0.115
O 1.14 -2.73 -2.27 -0.544
H 2.74 5.08 4.90 0.120
H 3.66 -0.84 -3.18 0.041
H -5.11 -1.58 4.79 0.117
H -0.27 -3.09 -4.99 0.053
N 1.12 1.72 -0.03 -0.358
C -3.76 0.19 -4.41 -0.042
C -3.90 2.36 1.06 -0.053
H 4.03 -2.19 -0.94 0.103
C 0.78 -2.12 2.81 -0.323
H -3.53 1.01 -5.08 0.115
Zn -0.27 -1.64 -1.47 0.449
C 1.47 -3.16 2.22 -0.063
N -0.57 -1.78 0.46 -0.306
H -1.92 0.85 3.25 0.096
H 2.11 -0.01 -3.51 0.015
C 0.94 -1.80 4.15 -0.063
H -2.90 4.11 1.80 0.117
S 1.25 1.04 1.35 0.895
H 2.90 -4.72 2.56 0.118
C -2.62 0.95 -0.40 -0.060
C -3.80 1.23 0.27 -0.043
H 0.86 5.78 -4.59 0.117
H 3.12 -0.60 -4.86 0.055
C 2.36 -3.90 3.00 -0.056
H 3.20 -4.18 4.94 0.117
C 0.46 -2.29 -5.14 -0.181
H -5.90 0.35 -4.75 0.116
H 3.45 -3.70 -5.17 0.054
C 2.94 -3.90 -4.23 -0.183
H 3.67 -4.05 -3.44 0.046
S -0.38 -1.23 1.79 0.768
C -1.63 2.96 0.53 -0.066
```

---

No. 4
Entry from the Open Molecules 2025 dataset: C45H43CuN4P as an isolated structure at a distorted geometry (ωB97M-V/def2-TZVPD).

Properties
HOMO-LUMO gap (alpha / beta)	0.155 / 0.216	Eh
HOMO level (alpha / beta)	-4.979 / -6.622	eV
charge	0
calculated total energy	-3941.2667	Ha
largest force on an atom	2.444	eV/Å
energy above the lowest of the compared OMol25 structures with the same formula, charge and spin	20.1	kcal per mole
spin multiplicity	2

Geometry as XYZ:
```
94
Properties=species:S:1:pos:R:3:lowdin_spin:R:1
Cu -0.49 -0.33 1.36 0.008
N -1.93 0.62 0.24 0.005
C -2.20 0.01 -2.17 0.000
H -2.47 3.42 -2.70 0.000
N -0.58 -0.75 3.68 0.000
C 1.95 3.30 -4.25 0.000
C -0.85 3.70 1.95 -0.001
H -1.71 3.92 -0.49 0.000
C 0.53 1.20 -3.04 0.000
N 0.19 -2.81 -0.77 0.003
C 2.42 0.10 1.73 0.085
C 3.13 0.15 2.98 0.170
H -0.42 -3.87 3.25 0.000
C 0.77 -4.06 -4.14 0.000
C 0.72 0.16 5.46 0.002
H -3.35 -1.31 0.92 0.000
C 0.36 -2.80 -2.12 0.001
C 1.30 0.98 -4.18 0.000
C -5.18 0.16 -1.64 0.000
C 2.65 -1.16 0.76 0.104
C 2.67 2.54 1.65 0.014
N -0.77 1.38 2.36 0.001
C 2.19 1.38 1.11 0.161
C -0.22 3.91 3.16 0.001
H -3.91 -1.89 -0.65 0.000
C -2.01 2.91 -0.71 0.000
C 0.73 -3.98 -2.77 0.000
H 2.48 4.11 -4.73 0.000
C -2.77 -0.04 -0.70 0.000
H -1.55 -2.70 2.54 0.000
H 2.50 3.48 1.14 -0.004
C -3.02 1.33 -2.34 0.000
C 1.99 2.03 -4.78 0.000
H 2.87 -1.70 -1.29 0.004
H 0.33 -3.18 5.78 0.000
C -0.21 1.56 3.55 0.001
H -0.31 -0.96 -4.89 0.000
C 0.84 -1.10 6.01 0.001
H 1.26 4.49 -2.60 0.000
H -2.20 -2.05 -0.20 0.000
H 1.42 -1.75 2.36 0.003
H 0.20 -1.92 -0.27 0.003
C -3.08 -1.42 -0.13 0.001
H -3.50 1.39 -3.32 0.000
H -1.13 4.55 1.35 0.000
C 2.81 -0.79 -0.69 0.013
H 2.57 1.83 -5.67 0.000
C 1.38 -1.06 1.50 0.096
H 3.73 -0.23 -0.84 0.002
C -4.06 -1.33 -3.27 0.000
H 0.00 4.92 3.48 0.000
C -0.47 -1.96 4.20 0.000
P -0.29 -0.09 -2.00 0.001
C -1.75 1.93 0.32 0.003
C -2.78 -1.02 -3.07 0.000
H -4.20 1.63 -0.48 0.000
H 1.97 -0.21 -1.06 0.000
H 4.11 1.31 4.46 -0.005
H 0.61 3.00 4.93 0.001
C -5.21 -0.79 -2.59 0.000
H 0.12 2.63 -1.51 0.000
H 4.71 -1.72 1.07 0.002
H 3.28 -0.78 3.52 0.010
C 3.71 -2.16 1.17 0.010
C 0.59 2.47 -2.46 0.000
C -1.10 2.38 1.55 0.007
H 1.07 -4.98 -4.62 0.000
H 1.63 1.41 0.19 0.010
H 0.37 -3.04 -5.99 0.000
H 0.98 -4.84 -2.16 0.000
H 1.18 1.01 5.93 0.000
H 0.62 -3.57 -0.27 0.001
H -6.10 0.48 -1.18 0.000
H -4.28 -2.10 -4.00 0.000
C 0.12 2.84 3.99 0.001
C 3.57 1.32 3.52 0.016
C -0.01 0.30 4.28 0.002
C 0.06 -1.66 -2.89 0.000
H -2.07 -1.57 -3.67 0.000
C -2.44 2.63 -1.96 0.002
C 3.36 2.54 2.86 0.238
C -1.14 -3.08 3.47 0.001
H -1.94 -3.50 4.07 0.000
C 0.03 -1.79 -4.28 0.000
H 1.40 -1.24 6.92 0.000
C 0.39 -2.97 -4.91 0.000
H 3.73 3.46 3.28 0.017
C 1.26 3.51 -3.06 0.000
H 1.41 0.00 -4.60 0.000
H 3.59 -2.51 2.19 0.001
C -3.95 0.85 -1.19 0.000
H -6.17 -1.21 -2.87 0.000
H 3.66 -3.02 0.51 0.003
C 0.25 -2.18 5.38 0.000
```